1.
The following is a DFT calculation (ωB97M-V with the def2-TZVPD basis set) of C22H15FeN7S2Se as an isolated structure.

Results
- Total charge: 0
- Spin multiplicity: 1
- HOMO (spin up / spin down): -7.709 / -7.707 eV
- Gap between HOMO and LUMO (spin up / spin down): 5.87 / 5.87 eV
- Lowest unoccupied orbital energy (spin up / spin down): -1.8352 / -1.8365 eV

Last column: Löwdin charge in e.
Positions of all 48 atoms, in Å:
Fe  0.271  -0.351  0.643  0.213
C  -2.172  -0.556  5.350  -0.448
S  -0.729  0.502  5.177  0.850
C  -0.280  0.305  3.496  -1.076
S  -1.156  -0.697  2.432  0.702
N  0.788  1.046  3.216  -0.089
N  1.124  0.945  1.906  -0.125
C  2.201  1.506  1.489  -0.061
C  2.515  1.294  0.071  -0.231
C  3.633  1.820  -0.561  -0.014
C  3.811  1.582  -1.913  -0.055
C  2.859  0.848  -2.607  -0.045
C  1.772  0.352  -1.908  -0.104
N  1.617  0.549  -0.600  0.033
H  -2.406  -0.553  6.414  0.030
H  -1.952  -1.569  5.025  0.017
H  -3.014  -0.162  4.787  0.032
H  2.829  2.099  2.147  0.129
H  4.340  2.413  0.005  0.116
H  4.678  1.978  -2.426  0.111
H  2.951  0.665  -3.668  0.107
H  0.980  -0.209  -2.390  0.113
N  -7.316  2.496  -5.169  0.142
C  -6.441  2.190  -4.489  -0.190
C  -5.339  1.803  -3.639  -0.243
C  -4.318  2.709  -3.363  -0.034
C  -3.261  2.334  -2.555  -0.028
C  -3.199  1.051  -2.000  -0.253
C  -4.237  0.154  -2.281  -0.027
C  -5.294  0.523  -3.092  -0.033
C  -2.101  0.665  -1.165  -0.122
C  -1.167  0.337  -0.455  -0.105
H  -4.359  3.704  -3.787  0.117
H  -2.466  3.035  -2.338  0.115
H  -4.201  -0.837  -1.850  0.116
H  -6.092  -0.176  -3.304  0.117
Se  1.988  -3.909  -1.764  1.164
N  3.323  -4.263  -0.668  -0.227
C  3.161  -3.473  0.368  -0.390
C  4.009  -3.426  1.529  0.008
C  3.677  -2.557  2.500  -0.021
C  2.529  -1.689  2.359  -0.072
N  1.736  -1.684  1.339  0.053
C  2.022  -2.590  0.329  -0.427
N  1.261  -2.667  -0.741  -0.216
H  4.870  -4.078  1.600  0.122
H  4.265  -2.482  3.404  0.112
H  2.290  -0.978  3.146  0.114

=====

2.
The following is a DFT calculation (ωB97M-V with the def2-TZVPD basis set) of C51H65Ge2O3OsS4SeSi as an isolated structure.

Results
- Total charge: +1
- Spin multiplicity: 5
- HOMO (spin up / spin down): -7.608 / -10.339 eV
- Gap between HOMO and LUMO (spin up / spin down): 4.64 / 5.26 eV
- Lowest unoccupied orbital energy (spin up / spin down): -2.9676 / -5.0802 eV

Last column: Löwdin charge in e.
Positions of all 128 atoms, in Å:
Os  0.095  -1.802  -1.622  0.412
C  5.976  -0.179  4.412  -0.055
C  4.498  -0.488  4.351  -0.252
C  3.995  -1.743  3.915  0.004
C  2.617  -1.986  3.713  -0.176
C  2.226  -3.414  3.218  -0.057
C  1.677  -0.958  3.945  -0.150
C  2.127  0.308  4.371  -0.203
C  1.308  1.542  4.354  -0.072
C  3.551  0.520  4.507  0.005
C  0.202  -1.269  3.958  -0.232
C  -0.296  -2.223  4.863  -0.003
C  -1.623  -2.574  4.971  -0.043
C  -2.559  -1.855  4.229  -0.035
C  -2.153  -0.897  3.323  -0.164
C  -0.708  -0.734  3.066  -0.240
Ge  -0.051  -0.603  1.263  0.200
S  0.546  -2.484  0.435  0.237
S  1.466  1.125  0.975  0.340
Ge  0.684  0.903  -1.259  0.170
S  1.974  -0.783  -2.091  0.254
S  -1.347  0.140  -0.677  0.359
C  0.544  2.400  -2.553  -0.201
C  -0.660  2.926  -3.060  -0.208
C  -0.661  3.754  -4.238  0.001
C  0.563  4.234  -4.655  -0.041
C  1.788  4.012  -3.970  -0.011
C  1.745  3.123  -2.904  -0.189
C  3.106  2.849  -2.257  -0.142
C  4.182  2.361  -3.038  -0.172
C  4.104  1.925  -4.505  -0.035
C  5.423  2.020  -2.422  0.007
C  5.702  2.457  -1.128  -0.282
C  7.060  2.274  -0.568  -0.050
C  4.669  3.025  -0.384  0.002
C  3.396  3.240  -0.942  -0.245
C  2.460  4.103  -0.170  -0.068
C  -2.005  2.680  -2.527  -0.175
C  -3.054  2.136  -3.380  -0.192
C  -2.760  1.567  -4.796  -0.036
C  -4.401  2.094  -2.953  -0.008
C  -4.860  2.789  -1.823  -0.267
C  -6.282  2.954  -1.484  -0.047
C  -3.860  3.346  -1.044  -0.005
C  -2.486  3.213  -1.284  -0.224
C  -1.500  3.927  -0.399  -0.025
C  -3.163  0.024  2.646  -0.123
C  -4.238  -0.603  1.945  -0.200
C  -4.105  -2.070  1.496  -0.039
C  -5.392  0.142  1.671  -0.004
C  -5.598  1.474  2.092  -0.224
C  -6.819  2.248  1.728  -0.061
C  -4.441  2.047  2.697  -0.018
C  -3.273  1.380  2.941  -0.196
C  -2.156  2.277  3.523  -0.010
H  6.575  -0.925  4.945  0.080
H  6.209  0.790  4.926  0.087
H  6.380  0.010  3.415  0.078
H  4.679  -2.617  3.907  0.129
H  2.238  -4.056  4.104  0.086
H  2.872  -3.777  2.479  0.056
H  1.176  -3.480  2.927  0.028
H  1.877  2.388  4.722  0.084
H  0.514  1.326  5.038  0.074
H  0.950  1.863  3.360  0.017
H  3.901  1.515  4.769  0.111
H  0.460  -2.660  5.463  0.120
H  -1.882  -3.557  5.427  0.130
H  -3.625  -1.983  4.435  0.133
H  -1.636  3.834  -4.722  0.116
H  0.575  4.731  -5.594  0.098
H  2.769  4.531  -4.241  0.154
H  4.967  1.279  -4.761  0.088
H  4.113  2.797  -5.138  0.072
H  3.309  1.345  -4.809  0.043
H  6.129  1.418  -2.967  0.112
H  7.111  3.062  0.203  0.083
H  7.878  2.465  -1.276  0.089
H  7.237  1.278  -0.184  0.083
H  5.047  3.502  0.561  0.138
H  1.543  4.318  -0.636  0.045
H  2.849  5.114  0.013  0.102
H  2.288  3.658  0.809  0.039
H  -1.729  1.156  -4.853  0.079
H  -2.862  2.371  -5.475  0.059
H  -3.591  0.831  -4.897  0.086
H  -5.095  1.619  -3.635  0.109
H  -6.891  2.826  -2.374  0.084
H  -6.466  3.965  -0.997  0.115
H  -6.680  2.241  -0.775  0.045
H  -4.220  3.636  -0.054  0.117
H  -0.621  3.293  -0.242  0.038
H  -1.982  4.144  0.567  0.090
H  -1.204  4.824  -0.869  0.082
H  -4.681  -2.714  2.142  0.077
H  -3.036  -2.426  1.536  0.083
H  -4.563  -2.218  0.529  0.066
H  -6.171  -0.426  1.160  0.119
H  -6.666  3.262  1.347  0.078
H  -7.480  2.342  2.568  0.078
H  -7.414  1.672  0.988  0.082
H  -4.560  3.060  3.072  0.120
H  -2.570  3.236  3.764  0.068
H  -1.321  2.426  2.807  0.074
H  -1.603  1.856  4.360  0.065
O  5.152  -7.977  -1.708  -0.092
H  5.392  -8.862  -2.095  0.062
H  5.367  -7.979  -0.758  0.037
O  -0.291  -1.312  -3.696  -0.268
H  -1.148  -0.921  -3.912  0.066
H  -0.142  -2.019  -4.381  0.092
O  -1.766  -2.761  -1.727  -0.291
H  -1.782  -3.126  -0.774  0.062
H  -2.562  -2.184  -1.819  0.088
C  1.379  -7.304  -1.780  -0.215
Si  0.097  -5.977  -2.234  0.187
C  -0.888  -5.780  -0.604  -0.234
C  -0.809  -6.380  -3.792  -0.231
Se  1.059  -3.929  -2.524  0.381
H  0.892  -8.234  -1.535  0.023
H  2.125  -7.170  -0.998  0.029
H  2.015  -7.573  -2.658  0.040
H  -1.855  -5.302  -0.970  0.030
H  -0.310  -5.095  0.053  -0.017
H  -1.149  -6.708  -0.088  0.033
H  -0.184  -6.725  -4.645  0.053
H  -1.377  -5.502  -4.094  0.014
H  -1.545  -7.199  -3.584  0.052

=====

3.
The following is a DFT calculation (ωB97M-V with the def2-TZVPD basis set) of a single C24H28N2O4S molecule.

Results
- Total charge: 0
- Spin multiplicity: 1
- HOMO: -8.356 eV
- Gap between HOMO and LUMO: 8.62 eV
- Lowest unoccupied orbital energy: 0.2682 eV

Last column: Löwdin charge in e.
Positions of all 59 atoms, in Å:
C  -3.854  -3.293  0.991  -0.085
H  -2.995  -3.454  0.332  0.085
O  -4.942  -2.739  0.292  -0.078
C  -4.805  -1.507  -0.261  -0.264
C  -3.656  -0.730  -0.204  0.049
C  -3.645  0.531  -0.805  -0.134
C  -4.776  1.010  -1.462  -0.025
C  -5.914  0.226  -1.519  -0.066
C  -5.935  -1.019  -0.927  0.002
H  -6.814  -1.642  -0.958  0.119
H  -6.793  0.590  -2.028  0.108
H  -4.754  1.986  -1.919  0.114
C  -2.459  1.355  -0.733  -0.261
N  -1.295  1.031  -0.236  0.168
C  -0.507  2.145  -0.383  -0.287
C  -1.258  3.131  -0.967  -0.228
O  -2.488  2.619  -1.197  0.138
C  -0.952  4.533  -1.332  0.011
H  -0.140  4.573  -2.058  0.090
H  -1.836  4.998  -1.758  0.089
H  -0.648  5.081  -0.442  0.078
C  0.873  2.228  0.113  -0.226
H  1.367  1.263  0.147  0.060
H  1.453  2.939  -0.474  0.096
S  0.896  2.929  1.863  0.956
O  0.003  4.086  1.805  -0.522
C  -0.119  1.589  2.665  -0.205
C  0.622  0.271  2.658  -0.563
O  1.426  -0.025  3.521  0.056
N  0.320  -0.516  1.609  0.087
H  -0.330  -0.177  0.900  0.087
C  0.965  -1.790  1.367  -0.357
C  2.044  -1.656  0.283  -0.141
H  2.322  -2.651  -0.068  0.117
H  1.628  -1.112  -0.570  0.124
C  3.300  -0.941  0.797  -0.147
C  4.280  -0.728  -0.320  -0.236
C  4.386  0.502  -0.956  -0.042
C  5.266  0.680  -2.009  -0.086
C  6.053  -0.372  -2.443  -0.098
C  5.957  -1.602  -1.814  -0.086
C  5.077  -1.777  -0.762  -0.046
H  5.011  -2.737  -0.271  0.113
H  6.573  -2.427  -2.144  0.101
H  6.741  -0.234  -3.263  0.099
H  5.340  1.645  -2.491  0.101
H  3.783  1.333  -0.617  0.099
H  3.027  0.015  1.246  0.103
H  3.754  -1.552  1.580  0.128
C  -0.091  -2.816  0.966  -0.051
H  -0.552  -2.524  0.024  0.077
H  0.361  -3.796  0.842  0.081
H  -0.858  -2.885  1.733  0.073
H  1.436  -2.084  2.312  0.147
H  -1.076  1.547  2.152  0.088
H  -0.252  1.933  3.690  0.101
H  -2.764  -1.065  0.299  0.096
H  -3.556  -2.663  1.835  0.096
H  -4.204  -4.254  1.366  0.097

=====

4.
The following is a DFT calculation (ωB97M-V with the def2-TZVPD basis set) of a single C3H7NOS2 molecule.

Results
- Total charge: 0
- Spin multiplicity: 1
- HOMO: -9.191 eV
- SMILES: N[C@H](C=O)CSS
- Gap between HOMO and LUMO: 9.48 eV
- Lowest unoccupied orbital energy: 0.2840 eV

Last column: Löwdin charge in e.
Positions of all 14 atoms, in Å:
N  -0.565  -1.087  -2.074  0.046
C  -1.242  -0.546  -0.886  -0.421
C  -2.253  0.532  -1.221  -0.243
O  -3.231  0.609  -0.530  0.079
C  -0.194  0.187  -0.024  -0.604
S  0.978  -0.710  0.997  0.445
S  2.471  0.773  1.262  0.317
H  -0.965  -1.990  -2.278  0.073
H  -0.547  -0.421  -2.833  0.067
H  -1.632  -1.314  -0.195  0.151
H  -1.917  1.180  -2.082  0.144
H  -0.826  0.785  0.657  0.075
H  0.300  0.967  -0.614  0.068
H  1.902  1.362  2.340  -0.196

=====

5.
The following is a DFT calculation (ωB97M-V with the def2-TZVPD basis set) of a single C3H4ClFO molecule.

Results
- Total charge: 0
- Spin multiplicity: 1
- HOMO: -9.104 eV
- SMILES: OC/C(F)=C/Cl
- Gap between HOMO and LUMO: 9.69 eV
- Lowest unoccupied orbital energy: 0.5860 eV

Last column: Löwdin charge in e.
Positions of all 10 atoms, in Å:
O  0.110  -0.897  1.400  -0.019
C  0.305  -0.976  0.069  -0.271
C  0.041  0.335  -0.574  -0.395
F  0.280  0.310  -1.866  0.066
C  -0.575  1.395  -0.029  -0.496
Cl  -1.168  2.607  -1.072  0.650
H  0.947  -1.305  1.703  0.120
H  -0.426  -1.656  -0.396  0.139
H  1.305  -1.360  -0.226  0.143
H  -0.819  1.548  0.991  0.063

=====

6.
The following is a DFT calculation (ωB97M-V with the def2-TZVPD basis set) of a 2-piece molecular cluster, ClFN2O2 overall.

Results
- Total charge: 0
- Spin multiplicity: 1
- HOMO (spin up / spin down): -10.513 / -10.317 eV
- Gap between HOMO and LUMO (spin up / spin down): 9.35 / 8.70 eV
- Lowest unoccupied orbital energy (spin up / spin down): -1.1613 / -1.6124 eV

Last column: Löwdin charge in e.
Positions of all 6 atoms, in Å:
N  -0.857  0.854  1.177  -0.474
N  0.932  -1.080  -1.522  -0.193
O  1.555  -0.783  -0.574  0.102
O  -0.136  -0.740  -1.984  0.072
F  -0.936  0.204  2.394  -0.171
Cl  -0.950  2.447  1.385  0.664

=====

Respective E values: -5692.066288; -10736.049620; -1740.015477; -1044.841669; -751.960564; -819.784762 Eh.
Respective relative energy (zero: lowest compared OMol25 entry of this formula, charge and spin) values: 0.160; 4.371; 0.655; 1.652; 0.827; 0.557 eV.